# 1
{"formula": "C4H10NO2S", "method": "ωB97M-V with the def2-TZVPD basis set", "species": ["O", "C", "N", "C", "C", "S", "C", "H", "H", "H", "H", "H", "H", "H", "H", "H", "H", "O"], "coordinates": [[1.829, 3.233, -0.956], [1.024, 2.324, -1.058], [0.705, 1.548, 0.010], [0.077, 0.207, -0.089], [0.580, -0.550, 1.148], [-0.355, -2.074, 1.566], [0.418, -0.581, -1.326], [0.509, 2.097, -1.998], [1.299, 1.691, 0.810], [-0.992, 0.363, -0.006], [0.419, -0.022, 2.094], [1.623, -0.823, 1.010], [0.811, -1.587, -1.153], [-0.446, -0.661, -1.995], [1.182, -0.245, -2.041], [-3.105, -1.096, 0.161], [-2.508, -1.995, -0.970], [-3.079, -1.236, -0.773]], "nbo_charge": [-0.60, 0.53, -0.62, -0.08, -0.56, 0.10, -0.66, 0.12, 0.40, 0.21, 0.25, 0.23, 0.22, 0.24, 0.23, 0.47, 0.48, -0.95], "orbital_gap_ev": [10.5, 7.1], "lumo_ev": [0.6, -2.5], "multiplicity": 2, "e_homo_ev": [-9.878, -9.616]}


# 2
{"formula": "C4H10NO2S", "method": "ωB97M-V with the def2-TZVPD basis set", "species": ["C", "C", "C", "C", "N", "O", "O", "S", "H", "H", "H", "H", "H", "H", "H", "H", "H", "H"], "coordinates": [[1.019, -0.020, 0.157], [0.861, 0.735, -1.174], [-1.986, -0.164, 1.111], [0.066, -1.294, 0.136], [-1.159, -1.233, 0.675], [0.712, 0.898, 1.198], [0.605, -2.383, -0.305], [2.979, -0.376, 0.421], [0.883, -0.036, -1.947], [1.751, 1.418, -1.210], [-0.220, 1.141, -1.154], [-2.757, 0.136, 0.364], [-2.360, -0.322, 2.149], [-1.448, 0.828, 0.948], [0.998, 0.439, 1.934], [-1.529, -2.128, 0.722], [1.395, -2.205, -0.845], [2.984, 0.894, 0.612]], "nbo_charge": [0.14, -0.64, -0.47, 0.68, -0.48, -0.69, -0.58, -0.04, 0.22, 0.27, 0.23, 0.25, 0.26, 0.27, 0.48, 0.42, 0.54, 0.15], "orbital_gap_ev": 9.3, "lumo_ev": -4.5, "multiplicity": 1, "e_homo_ev": -13.792, "total_charge": 1}


# 3
{"formula": "C4H10NO3", "method": "ωB97M-V with the def2-TZVPD basis set", "species": ["C", "O", "C", "C", "C", "O", "N", "H", "H", "H", "H", "H", "H", "H", "H", "H", "H", "O"], "coordinates": [[-1.100, 1.144, 0.833], [-1.025, 1.825, -0.348], [-0.707, -0.402, 0.659], [0.784, -0.465, 0.441], [1.311, -1.816, 0.103], [1.266, -2.776, 0.851], [-1.427, -0.885, -0.571], [-0.393, 1.561, 1.563], [-2.145, 1.198, 1.209], [-1.062, -0.963, 1.548], [1.102, 0.211, -0.366], [1.356, -0.094, 1.250], [1.828, -1.924, -0.898], [-1.007, -0.376, -1.336], [-2.382, -0.552, -0.554], [0.738, 3.221, -1.680], [0.065, 1.989, -0.830], [1.032, 2.344, -1.509]], "nbo_charge": [-0.04, -0.86, -0.06, -0.56, 0.48, -0.56, -0.86, 0.12, 0.12, 0.18, 0.26, 0.23, 0.09, 0.37, 0.35, 0.43, 0.48, -1.16], "orbital_gap_ev": 8.1, "lumo_ev": 3.9, "multiplicity": 1, "e_homo_ev": -4.203, "total_charge": -1}


# 4
{"formula": "C4H10NO3", "method": "ωB97M-V with the def2-TZVPD basis set", "species": ["C", "C", "C", "O", "H", "H", "H", "H", "H", "H", "H", "H", "N", "C", "O", "O", "H", "H"], "coordinates": [[-0.901, -1.968, 0.664], [-0.246, -0.847, 1.396], [-1.047, 0.441, 1.323], [1.081, -0.659, 0.891], [-0.336, -2.929, 0.599], [-1.048, -1.676, -0.399], [-1.909, -2.199, 1.066], [-0.199, -1.124, 2.451], [-2.079, 0.204, 1.652], [-0.982, 0.747, 0.265], [-0.586, 1.169, 2.010], [1.201, 0.206, 0.381], [1.337, 1.892, -2.624], [0.847, 1.118, -1.522], [0.246, 0.032, -1.805], [1.123, 1.609, -0.367], [2.099, 2.534, -2.436], [1.400, 1.451, -3.545]], "nbo_charge": [-0.63, 0.11, -0.64, -0.79, 0.20, 0.24, 0.17, 0.12, 0.17, 0.25, 0.20, 0.51, -0.91, 0.87, -0.78, -0.82, 0.36, 0.36], "orbital_gap_ev": 8.9, "lumo_ev": 4.2, "multiplicity": 1, "e_homo_ev": -4.688, "total_charge": -1}


# 5
{"formula": "C4H10NO3", "method": "ωB97M-V with the def2-TZVPD basis set", "species": ["O", "C", "C", "C", "C", "O", "N", "H", "H", "H", "H", "H", "H", "H", "H", "H", "H", "O"], "coordinates": [[0.200, -2.167, 2.142], [0.845, -1.499, 1.318], [0.199, -0.259, 0.681], [1.170, 0.892, 0.628], [1.589, 1.402, -0.730], [1.011, 1.151, -1.751], [-1.206, 0.051, 1.124], [1.772, -1.820, 0.802], [0.002, -0.664, -0.340], [0.823, 1.820, 1.114], [2.055, 0.684, 1.235], [2.650, 1.789, -0.738], [-1.785, 0.003, 0.255], [-1.348, -0.640, 1.896], [-1.346, 1.030, 1.377], [-2.963, -0.596, -3.114], [-1.524, -0.353, -3.236], [-2.145, -0.823, -2.662]], "nbo_charge": [-0.72, 0.04, -0.17, -0.56, 0.43, -0.54, -0.73, 0.12, 0.21, 0.23, 0.25, 0.11, 0.45, 0.46, 0.42, 0.46, 0.48, -0.94], "orbital_gap_ev": [4.2, 8.3], "lumo_ev": [0.2, 0.0], "multiplicity": 2, "e_homo_ev": [-3.919, -8.221]}


# 6
{"formula": "C4H10NO3PS", "method": "ωB97M-V with the def2-TZVPD basis set", "species": ["C", "C", "C", "C", "N", "O", "O", "O", "P", "S", "H", "H", "H", "H", "H", "H", "H", "H", "H", "H"], "coordinates": [[-1.636, -0.406, 0.863], [-2.571, 0.681, 1.400], [-0.094, -0.250, -2.916], [2.664, -0.135, 0.350], [-0.733, 0.017, 0.087], [-1.889, -1.603, 1.386], [0.101, -1.518, -2.244], [1.945, -0.538, -0.868], [0.614, -1.409, -0.696], [0.917, -3.105, 0.337], [-1.965, 1.632, 1.499], [-3.405, 0.983, 0.701], [-2.932, 0.341, 2.337], [0.934, 0.188, -3.135], [-0.581, 0.439, -2.132], [-0.550, -0.358, -3.893], [3.108, -1.075, 0.714], [1.905, 0.283, 0.933], [3.344, 0.547, 0.035], [-1.132, -2.221, 1.007]], "nbo_charge": [0.57, -0.68, -0.28, -0.23, -0.75, -0.68, -0.81, -0.84, 1.84, -0.57, 0.24, 0.24, 0.23, 0.19, 0.23, 0.21, 0.21, 0.20, 0.19, 0.50], "orbital_gap_ev": 9.8, "lumo_ev": 0.6, "multiplicity": 1, "e_homo_ev": -9.154}


# 7
{"formula": "C4H10NO4", "method": "ωB97M-V with the def2-TZVPD basis set", "species": ["N", "O", "O", "O", "H", "C", "C", "O", "C", "C", "H", "H", "H", "H", "H", "H", "H", "H", "H"], "coordinates": [[3.151, 1.179, 0.684], [3.996, 2.108, 0.680], [1.895, 1.446, 0.742], [3.507, -0.011, 0.627], [0.530, 0.516, 0.964], [-0.366, -0.163, 1.032], [-1.256, 0.270, 2.162], [-1.103, -0.111, -0.201], [-0.432, -0.691, -1.321], [-1.279, -0.628, -2.573], [0.018, -1.191, 1.225], [-0.706, 0.179, 3.087], [-1.676, 1.256, 2.073], [-2.109, -0.394, 2.184], [0.492, -0.130, -1.504], [-0.181, -1.750, -1.144], [-0.659, -1.010, -3.379], [-2.178, -1.236, -2.513], [-1.644, 0.361, -2.823]], "nbo_charge": [0.68, -0.31, -0.22, -0.34, 0.22, -0.05, -0.63, -0.50, -0.06, -0.62, 0.18, 0.22, 0.22, 0.22, 0.17, 0.17, 0.21, 0.21, 0.22], "orbital_gap_ev": [10.3, 5.4], "lumo_ev": [-0.1, -4.4], "multiplicity": 2, "e_homo_ev": [-10.416, -9.805]}


# 8
{"formula": "C4H10NO5PS", "method": "ωB97M-V with the def2-TZVPD basis set", "species": ["C", "C", "C", "C", "N", "O", "O", "O", "O", "O", "P", "S", "H", "H", "H", "H", "H", "H", "H", "H", "H", "H"], "coordinates": [[-2.482, 0.617, -0.846], [-0.618, -0.031, 1.515], [-1.678, -0.669, -0.629], [-0.333, -0.400, 0.060], [0.657, -1.487, -0.182], [3.122, -2.186, 0.024], [1.930, 1.761, 0.389], [-0.078, 1.178, 1.995], [2.087, 0.746, -1.749], [4.100, 0.883, -0.423], [2.281, -1.153, 0.697], [2.623, 0.724, -0.412], [-2.031, 1.293, -1.501], [-3.473, 0.419, -1.271], [-2.385, 1.059, 0.114], [-1.723, 0.005, 1.637], [-0.396, -0.840, 2.178], [0.851, 1.286, 1.535], [-2.236, -1.493, -0.137], [-1.588, -0.991, -1.675], [0.118, 0.589, -0.310], [1.252, -1.310, -1.009]], "nbo_charge": [-0.62, -0.06, -0.38, -0.15, -0.95, -1.20, -1.09, -0.80, -1.07, -1.06, 1.00, 2.02, 0.20, 0.17, 0.21, 0.12, 0.15, 0.52, 0.18, 0.19, 0.23, 0.38], "orbital_gap_ev": 5.7, "lumo_ev": 5.8, "multiplicity": 1, "e_homo_ev": 0.148, "total_charge": -2}


# 9
{"formula": "C4H10NOP", "method": "ωB97M-V with the def2-TZVPD basis set", "species": ["C", "C", "C", "C", "N", "O", "P", "H", "H", "H", "H", "H", "H", "H", "H", "H", "H"], "coordinates": [[2.052, 0.245, 1.588], [2.084, 0.344, -0.849], [-3.061, 0.262, 0.100], [2.737, 0.433, 0.493], [-0.641, -1.049, 0.717], [-1.656, -1.023, -1.624], [-1.346, -0.114, -0.285], [2.215, 0.388, 2.634], [1.088, -0.229, -0.653], [2.777, -0.240, -1.494], [1.711, 1.319, -1.392], [-3.296, 0.918, 1.022], [-3.411, 0.854, -0.781], [-3.706, -0.512, 0.058], [-0.823, -1.518, -1.689], [3.778, 0.528, 0.547], [-0.503, -0.607, 1.609]], "nbo_charge": [-0.08, -0.66, -1.00, -0.32, -1.14, -0.96, 1.52, 0.17, 0.22, 0.21, 0.22, 0.25, 0.24, 0.24, 0.50, 0.21, 0.38], "orbital_gap_ev": [7.5, 8.3], "lumo_ev": [-1.0, 0.1], "multiplicity": 1, "e_homo_ev": [-8.507, -8.165]}


# 10
{"formula": "C4H10NOP", "method": "ωB97M-V with the def2-TZVPD basis set", "species": ["C", "C", "C", "C", "N", "O", "P", "H", "H", "H", "H", "H", "H", "H", "H", "H", "H"], "coordinates": [[-2.439, 0.141, 1.306], [1.535, -0.271, 0.248], [3.050, -0.422, 0.006], [-1.688, 0.826, -1.300], [0.727, -1.032, -0.272], [-2.031, -1.892, -0.318], [-1.468, -0.407, 0.068], [-2.499, -0.774, 1.963], [-1.967, 0.998, 1.756], [1.221, 0.622, 0.812], [3.497, -1.202, 0.552], [3.262, -0.711, -0.942], [3.504, 0.532, 0.174], [-1.163, 1.752, -1.177], [-1.438, 0.459, -2.307], [-2.782, 1.003, -1.218], [-1.162, -2.312, -0.302]], "nbo_charge": [-1.09, 0.09, -0.67, -0.99, -0.63, -0.95, 1.71, 0.23, 0.22, 0.14, 0.23, 0.22, 0.21, 0.25, 0.25, 0.26, 0.51], "orbital_gap_ev": 8.2, "lumo_ev": 0.2, "multiplicity": 1, "e_homo_ev": -7.924}


| no. | energy (eV) |
| --- | --- |
| 1 | -20729.052 |
| 2 | -20722.083 |
| 3 | -11942.752 |
| 4 | -11944.877 |
| 5 | -11938.417 |
| 6 | -32066.876 |
| 7 | -13983.331 |
| 8 | -36161.667 |
| 9 | -17131.824 |
| 10 | -17133.601 |